# C29H48BBrIN3P2Pd

C29H48BBrIN3P2Pd as an isolated structure in a non-equilibrium geometry (ωB97M-V/def2-TZVPD, the Open Molecules 2025 dataset).

Geometry as XYZ:
```
86
Properties=species:S:1:pos:R:3:lowdin_charge:R:1
I 4.5633 -3.4273 -2.4260 1.004
Pd 0.2751 -0.1753 -0.0410 0.528
Br -0.0021 -2.5843 0.6218 0.358
P 1.2384 1.3088 1.7178 1.191
P -1.9937 -1.1135 -1.2514 1.151
N -0.7489 2.6171 0.6955 -0.018
N 2.1389 -0.1192 -1.2209 -0.066
N -2.2992 1.4356 -0.4815 0.011
C -4.2395 3.0097 -0.0342 0.007
C 2.8056 -1.2830 -1.2966 -0.248
C 2.2457 0.7614 -2.2263 -0.157
C -0.8355 0.1086 -3.4154 -0.081
C -1.9834 3.3061 0.7818 -0.151
C 0.4587 2.9248 1.3911 -0.255
C 0.7469 1.5381 4.4849 -0.065
C -4.5879 4.1741 0.6390 -0.055
C 3.7106 -0.6920 -3.4208 -0.088
C -2.7292 -3.8555 -1.0079 -0.096
C -3.2230 -2.4276 -0.7394 -0.675
C -2.3221 4.4704 1.4443 0.007
C 0.4904 0.6213 3.2804 -0.647
C -0.2291 -2.3044 -3.0388 -0.083
C 3.6012 -1.6036 -2.3804 -0.731
C -4.5416 -2.2270 -1.5106 -0.064
C -2.4651 -1.6840 -3.9735 -0.063
C 3.0461 1.7361 1.8911 -0.653
C -3.5183 -2.2099 0.7569 -0.093
C 3.0285 0.5120 -3.3348 -0.016
C -1.3587 -1.2680 -2.9930 -0.667
C -3.6450 4.8913 1.3672 -0.055
C 3.1570 3.0135 2.7410 -0.059
C 1.0796 -0.7709 3.5863 -0.096
C -1.0282 0.5244 3.0667 -0.080
C 3.6731 2.0268 0.5243 -0.080
C -2.9934 0.4213 -1.2051 -0.260
C -2.9268 2.5876 0.0620 -0.142
C 3.8143 0.5789 2.5430 -0.064
B -0.9523 1.4678 -0.0777 -0.599
H 0.1741 1.1403 5.3263 0.110
H -1.7680 -4.0717 -0.5605 0.001
H 1.3360 -1.3446 2.6998 0.001
H 0.3416 -1.3537 4.1396 0.100
H -1.5015 1.5042 2.9808 0.092
H 0.4091 2.5633 4.3250 0.086
H 1.9701 -0.6944 4.2069 0.076
H -1.3035 -0.0742 2.1955 0.040
H 1.1409 3.5288 0.7892 0.106
H 4.2236 3.1970 2.8922 0.111
H -3.2017 0.7034 -2.2416 0.114
H -3.9450 0.2137 -0.7221 0.085
H -2.6485 -2.3693 1.3852 0.027
H -3.3262 -1.0141 -3.9509 0.089
H 0.1869 -2.3148 -4.0495 0.105
H -5.6073 4.5316 0.5901 0.117
H 2.7020 -1.9588 -0.4581 0.063
H -2.6782 -4.0714 -2.0751 0.077
H -5.2278 -2.9916 -1.1396 0.110
H 3.6469 -0.3727 2.0337 0.087
H -4.4484 -2.3717 -2.5809 0.067
H 3.5621 0.4569 3.5950 0.074
H 4.3231 -0.9158 -4.2851 0.117
H -2.0448 -1.6344 -4.9815 0.109
H 3.1056 1.2537 -4.1183 0.128
H 2.7539 3.8880 2.2314 0.087
H -0.2526 -0.0126 -4.3315 0.107
H 1.7094 1.6938 -2.1127 0.120
H -5.0178 -1.2680 -1.3235 0.080
H 4.6845 2.4017 0.6985 0.107
H -4.2824 -2.9312 1.0554 0.104
H -3.4577 -4.5453 -0.5760 0.104
H 0.5784 -2.0760 -2.3456 0.026
H -1.5882 5.0461 1.9955 0.119
H -4.9735 2.4630 -0.6140 0.119
H 0.2752 3.4678 2.3200 0.110
H 2.6995 2.9356 3.7217 0.066
H 3.1377 2.7980 -0.0356 0.084
H -1.6401 0.8130 -3.6291 0.092
H 3.7569 1.1329 -0.0789 0.056
H -1.4483 0.0281 3.9440 0.105
H 4.8823 0.7992 2.4861 0.105
H -0.5828 -3.3102 -2.8130 0.083
H -0.1817 0.5624 -2.6724 0.029
H -2.8019 -2.7056 -3.8132 0.077
H -3.9207 -1.2137 0.9600 0.085
H -3.9443 5.7985 1.8744 0.117
H 1.7919 1.5459 4.7871 0.075
```

Output
HOMO (spin up / spin down): -0.4937 / -0.4939 Eh
Orbital gap (spin up / spin down): 0.1645 / 0.1645 Ha
F_max: 1.25 eV/A
Energy above the lowest of the compared OMol25 structures with the same formula, charge and spin: 89.6 kJ/mol
Net charge: +2
Calculated total energy: -136187.2308 eV

=====

# C29H48Br2Cl21O3PS

A 11-piece molecular cluster, C29H48Br2Cl21O3PS overall in a non-equilibrium geometry (ωB97M-V/def2-TZVPD, the Open Molecules 2025 dataset).

Geometry as XYZ:
```
105
Properties=species:S:1:pos:R:3:lowdin_charge:R:1
Br -5.9231 -5.5076 -2.9585 0.715
Br -6.3211 -2.0835 -3.2556 0.717
Cl 7.8658 4.9167 4.3026 0.526
Cl 7.8630 -3.8305 -0.8700 0.586
Cl -3.9472 7.7702 -5.3907 0.557
Cl -10.8332 -4.5403 1.0614 0.545
Cl 5.9664 -5.5462 -4.6905 0.536
Cl 2.5791 1.0149 1.9950 0.527
Cl 9.3959 -3.3665 2.1546 0.562
Cl -1.8970 5.1893 -3.2708 0.598
Cl -12.6267 -6.1615 3.4882 0.537
Cl 1.0685 4.0219 -4.4413 0.538
Cl 4.4164 3.9195 5.2113 0.574
Cl 0.9521 3.7745 0.8798 0.613
Cl 6.9083 6.2610 7.2818 0.528
Cl 5.9935 -3.6321 3.0224 0.523
Cl -7.2051 -6.9189 -0.1886 0.787
Cl 3.6355 4.8156 8.4035 0.535
Cl -2.2766 0.6330 0.6265 0.574
Cl 6.0308 -0.2282 2.7309 0.528
Cl -2.7002 6.4329 -8.2678 0.548
Cl -1.1812 1.1289 -2.5658 0.542
Cl 9.3473 -5.8471 -4.5463 0.529
S -4.3179 -4.0801 3.1007 0.833
P -4.5961 -1.3737 0.9648 0.651
O -7.3355 -1.9170 -0.3156 0.108
O -6.9099 -5.6855 2.5914 0.090
O -5.3383 -0.1907 1.4470 -0.418
C 7.1632 -4.2362 -4.8518 -0.671
C 6.2886 -1.4160 1.4245 -0.680
C 9.4376 -4.8308 1.1417 -0.645
C -7.0239 -4.2647 -0.6212 -0.203
C -1.6536 2.1579 -0.0742 -0.668
C -7.7694 -3.3547 -2.9545 -0.773
C -6.7274 -2.9127 -0.0412 -0.368
C 4.1919 2.8311 6.6076 -0.626
C -1.3543 5.1684 -4.9698 -0.667
C -10.9589 -6.5136 2.9627 -0.658
C 8.4206 -4.6955 -5.5435 -0.662
C -5.5284 -3.9222 1.8136 -0.511
C -10.2115 -5.2697 2.5657 -0.656
C 8.1414 6.8994 6.1655 -0.666
C 7.7893 6.6468 4.7227 -0.664
C -2.9636 8.1624 -7.9137 -0.651
C -2.7203 8.4907 -6.4637 -0.657
C 3.0583 2.7127 2.2584 -0.680
C 1.8669 3.6176 2.4075 -0.640
C -0.5063 3.9626 -5.2760 -0.654
C 3.1347 3.3301 7.5568 -0.660
C -7.3749 -4.5339 -2.0701 -0.695
C -5.6229 -2.8791 0.9803 -0.238
C -6.5175 -5.0364 1.6586 -0.424
C -6.9308 -5.2911 0.2403 -0.556
C -2.0253 2.3098 -1.5228 -0.666
C 5.4648 -2.6592 1.6211 -0.666
C 9.4185 -4.5160 -0.3301 -0.639
C -9.0795 -2.6905 -2.4949 -0.113
H -8.2244 -5.2184 -2.0808 0.093
H 7.3776 -3.8557 -3.8561 0.028
H -1.7365 3.2994 -1.8794 -0.030
H -0.5734 2.1772 0.0730 -0.024
H -4.2728 -1.2730 -0.3977 0.018
H 2.9467 2.5769 8.3199 0.074
H -10.2547 -4.5154 3.3472 0.076
H 5.1550 2.7251 7.1001 0.073
H -9.8679 -2.9336 -3.2090 0.082
H 4.4160 -2.4147 1.7708 0.064
H -0.3016 3.9272 -6.3448 0.073
H -3.0939 2.1825 -1.6797 0.074
H -3.4429 -1.6751 1.6983 -0.014
H 5.5538 -3.2976 0.7452 0.034
H 2.2029 3.5405 7.0382 0.067
H -9.1711 -5.5116 2.3712 0.032
H 7.3494 -1.6416 1.3822 0.007
H 3.8967 1.8615 6.2088 0.078
H 8.2021 -5.1785 -6.4921 0.067
H -2.2503 5.1588 -5.5873 0.034
H 9.0955 6.4482 6.4250 0.067
H -1.0028 3.0410 -4.9811 0.046
H 9.5718 -5.4300 -0.9014 0.070
H -3.9785 8.4111 -8.2115 0.068
H -11.0105 -7.2242 2.1418 0.068
H -3.2580 -4.3984 2.3461 -0.109
H 8.2041 7.9720 6.3418 0.071
H 9.0686 -3.8404 -5.7276 0.072
H 3.6487 2.7400 3.1729 -0.013
H 2.1955 4.6164 2.6889 0.069
H -9.3976 -3.0670 -1.5229 0.061
H -2.2679 8.7218 -8.5364 0.073
H 6.7881 7.0019 4.4924 0.067
H 3.6885 3.0157 1.4259 0.074
H -2.7681 9.5688 -6.3212 0.074
H 1.1806 3.2502 3.1661 0.072
H 8.5978 -5.4567 1.4340 0.068
H 6.6952 -3.4460 -5.4365 0.073
H -10.4514 -6.9854 3.8018 0.076
H -0.8145 6.0928 -5.1579 0.057
H -2.0937 2.9698 0.5019 0.075
H 5.9957 -0.9335 0.4933 0.076
H 8.5000 7.1611 4.0780 0.070
H 10.1977 -3.8055 -0.5928 0.070
H -8.9836 -1.6107 -2.4462 0.066
H -7.9519 -3.7714 -3.9416 0.067
H -1.7435 8.1421 -6.1382 0.057
H 10.3628 -5.3539 1.3774 0.074
```

Output
Structure (SMILES): C[C@@H](Br)[C@@H](Br)C1=C(Cl)C(=O)C(S)=C([PH2]=O)C1=O.ClCCCl.ClCCCl.ClCCCl.ClCCCl.ClCCCl.ClCCCl.ClCCCl.ClCCCl.ClCCCl.ClCCCl
HOMO: -0.3631 Eh
Orbital gap: 0.2986 Ha
F_max: 1.56 eV/A
Energy above the lowest of the compared OMol25 structures with the same formula, charge and spin: 0.0 kJ/mol
Calculated total energy: -460175.0936 eV

=====

> Which formula does entry 2 have?

C29H48Br2Cl21O3PS

=====

> Among the records above, which one has the highest F_max?

C29H48Br2Cl21O3PS

=====

> The lowest energy above the lowest of the compared OMol25 structures with the same formula, charge and spin belongs to which entry?

C29H48Br2Cl21O3PS